Entry 1:
Formula: C16H25N7PPbSSe4
Source: the Open Molecules 2025 dataset
Level of theory: ωB97M-V/def2-TZVPD

XYZ file:
```
55
Properties=species:S:1:pos:R:3
N -2.83888 -2.80283 0.76910
C -1.53457 -1.52438 -1.59117
Se -0.86788 4.60889 0.34413
C -2.08123 -4.04522 0.80030
C 2.14150 1.93254 -0.93546
N -1.04535 -4.14769 -0.22747
H -4.13504 -3.43691 -0.72886
C 2.56994 1.29876 4.86540
H -1.63114 -1.77300 2.14844
C -0.34727 2.43788 -4.31100
H -2.13251 -0.61466 -1.70119
H 3.40193 1.78715 5.37884
C 0.01722 -3.16494 0.00402
N -2.42332 -2.68824 -1.64170
H 4.00305 2.91621 -1.35650
Se -4.05092 1.39893 -1.07249
P -0.55089 -1.38356 -0.01206
C 1.01623 2.60432 -4.46030
H 1.43791 2.86587 -5.42314
H -0.84126 -1.56190 -2.43680
C 1.84680 2.44040 -3.36304
N -0.03511 1.96359 -1.99967
Pb -0.96394 1.84436 0.40231
C -1.67865 -3.93397 -1.52918
C 3.62989 1.91433 -1.12742
H -3.93230 -1.67321 -0.61062
H -1.89463 1.99280 -2.86060
H -1.03091 2.55997 -5.13902
H -2.37427 -4.76068 -1.69996
H -1.61611 -4.15494 1.78294
S 0.21084 1.55204 2.94665
H -0.90882 -3.96045 -2.30439
N 2.80743 1.40174 3.44388
C 1.86699 1.55350 2.47192
H 3.90199 1.25725 -1.95519
N 2.41099 1.66107 1.27183
C -3.41261 -2.63222 -0.56584
H 0.48640 -3.36969 0.97052
H 4.10664 1.57016 -0.21665
H -2.62348 -0.75313 1.10707
H 1.66408 1.85771 5.09575
H 3.75317 1.37732 3.09943
C 1.28821 2.11564 -2.12917
H 0.78903 -3.29054 -0.76067
H -2.78108 -4.87234 0.65043
N 1.57798 1.80735 0.21577
C -2.00396 -1.65409 1.12741
H 1.56100 -0.60033 4.85362
C 2.42035 -0.14143 5.34243
Se -2.47373 4.76338 -1.37020
C -0.83315 2.12121 -3.04987
Se -4.35628 3.66119 -0.57468
H 2.91312 2.57700 -3.46226
H 2.26647 -0.17603 6.42294
H 3.31017 -0.72618 5.10150
```

Its max |F| is 0.406 eV/A. The value obtained for the relative energy (zero: lowest compared OMol25 entry of this formula, charge and spin) is 0.0 kcal/mol. The LUMO energy comes out at 2.308 eV. The electronic energy is -11546.24490 a.u. Its charge is -1.

***

Entry 2:
Formula: CH8N4P
Source: the Open Molecules 2025 dataset
Level of theory: ωB97M-V/def2-TZVPD

XYZ file:
```
14
Properties=species:S:1:pos:R:3
N -1.13814 -2.52359 0.29720
H 1.51755 3.58856 0.32334
C -0.66378 -1.28848 0.21519
H 1.29182 1.33977 -1.97603
N 0.00056 -0.65536 -0.75044
H -1.05705 -0.82718 2.10866
N 1.34204 2.91325 -0.42456
H -1.72059 -2.58130 1.10456
H -0.74578 -3.45292 -0.03921
H -0.82171 0.45894 1.19966
N -0.95916 -0.51244 1.23421
P 2.12150 1.55213 -0.84561
H 0.20580 -1.27730 -1.48540
H 0.62695 3.26592 -0.96157
```

Its max |F| is 4.364 eV/A. The value obtained for the relative energy (zero: lowest compared OMol25 entry of this formula, charge and spin) is 48.0 kcal/mol. The LUMO energy comes out at -5.834 eV. The electronic energy is -602.99308 a.u. Its charge is +1.

***

Entry 3:
Formula: C47H51BInN8O10S
Source: the Open Molecules 2025 dataset
Level of theory: ωB97M-V/def2-TZVPD

XYZ file:
```
119
Properties=species:S:1:pos:R:3
C -1.65686 0.14229 -3.99378
H 6.16396 -4.00050 1.07265
C -2.86408 -1.59761 4.64340
H 5.40663 -0.66824 -2.48287
In -0.49120 0.11972 0.40882
O -2.02831 -2.85326 -0.13179
O -3.96859 -0.76324 0.64865
H -1.66511 2.09442 -5.01058
C 4.10785 2.90425 -1.60265
C -1.25686 5.07103 2.41148
O -2.34695 -3.27825 6.27183
H -3.58835 5.69588 4.79152
C -4.94964 -2.82853 3.76015
H -0.57372 5.58656 1.74790
C -2.06049 1.97486 -2.81431
H 4.28064 2.02791 -0.97943
H -3.20965 3.77851 -2.75774
H -0.71442 0.32360 4.53660
C -5.80917 0.54545 -2.25024
C 2.79886 3.58938 -1.19336
C 4.82328 -3.29084 -0.44143
N 0.78587 1.95283 -1.52003
H 2.46090 -3.14092 1.68569
H 3.54637 -1.74371 1.42636
C 4.06795 -2.88511 -6.48279
H -1.72528 -1.01455 -2.21407
C 6.76453 -1.39436 -0.98985
H 1.93016 4.45808 0.59622
C -1.31418 -3.25119 2.85598
O -3.72680 1.45878 1.14534
C 2.66601 -2.12959 -4.68355
H 3.67875 4.73190 0.41468
H 3.30043 5.55766 -1.94416
H -4.86899 -0.81959 4.54205
H 4.06516 2.56980 -2.63799
C 4.59460 -2.34926 -1.43543
H -4.62466 -2.08550 5.76001
H 4.07979 -4.04204 -0.21388
H 4.25560 -3.00062 -7.54275
H -6.36944 0.25173 -3.12785
O 1.07559 -1.55826 3.51339
B -3.44825 0.16399 1.53595
C -1.78778 1.50644 -4.11693
H -2.21315 1.94828 3.25240
C 4.76432 -3.16427 -4.19531
H 4.94057 3.59940 -1.48029
H -0.75004 0.67657 6.26926
H 1.55971 5.25599 -1.81536
H -4.48764 -3.80100 3.93436
C -3.00095 3.74701 4.09828
H -3.06287 0.43050 5.33592
C 4.99952 -3.31954 -5.55396
C 1.68635 2.64897 -1.36500
H -6.09422 2.62849 -2.61683
H -4.76101 -2.54005 2.72497
H -6.02575 -2.93735 3.89488
C 6.00945 -3.27992 0.27994
C -0.97826 -0.07771 5.51546
C -2.51534 -1.30850 3.21191
C 1.70767 -1.33716 2.47088
H 5.91944 -3.78189 -5.88962
N -1.32552 -2.16231 -0.74681
C -1.33855 -0.93304 -4.97585
H 7.91159 -2.33256 0.56528
C -5.26194 -0.44311 -1.43675
C -4.40155 -1.78697 4.73483
H -1.45282 4.00835 -2.72691
H 7.51350 -0.64075 -1.19847
H -0.35134 -0.95038 5.68821
H 2.15868 -1.94040 -6.75209
C 2.58560 -0.92500 -2.10597
C -2.45716 -0.44381 5.58302
H -2.70725 -0.76992 6.59385
N 2.26155 -3.17833 -1.78109
C -4.57140 -0.01458 -0.32888
H -0.46054 -1.48489 -4.63941
H -1.15612 -4.48383 4.47442
C 1.18455 -2.43123 -1.40788
C 2.89468 -2.29091 -6.03919
H 2.34523 -4.14758 -1.53361
N -1.86658 -0.13519 -2.69439
H 1.76217 -1.63724 -4.35042
C 6.98451 -2.33628 0.00643
O -3.02110 -0.13439 2.80026
S -0.30227 2.83757 1.20459
C -2.94958 5.13362 4.12233
C -4.94833 2.31940 -0.83407
H 2.49218 4.51717 -3.13083
H 3.43431 -2.52998 3.03260
O 1.46109 -0.42302 1.62395
C 2.86942 4.01154 0.27977
O 3.11544 0.11028 -2.43195
N -2.10591 0.96539 -1.96184
H -5.35678 -1.49693 -1.65850
C 2.88943 -2.24204 2.13476
C -1.31427 3.67144 2.36453
H 5.50230 -3.51341 -3.48582
H -1.13073 -0.50342 -5.95329
C 3.59862 -2.55583 -3.74153
H -4.80638 3.36525 -0.60186
C -4.42020 1.33783 -0.02916
N -1.61911 -3.63981 4.17008
N -1.87415 -2.04540 2.41417
C -2.05613 5.78713 3.28509
C 3.32431 -2.32626 -2.25522
H -1.97987 6.86775 3.31675
C 2.51816 4.80963 -2.08087
O -0.73871 -4.01710 2.13242
H -2.28493 3.40774 -1.27998
C -2.23363 -2.89456 5.12535
N 1.32232 -1.13212 -1.63705
H 3.05087 3.14097 0.90879
C -5.65213 1.89333 -1.95726
C -2.26999 3.38152 -2.36849
C -2.18150 3.02369 3.24859
H -2.16182 -1.64424 -5.06260
O 0.17316 -3.03735 -0.94325
H -3.68062 3.22020 4.75871
C 5.58331 -1.40337 -1.71055
```

Its max |F| is 1.987 eV/A. The value obtained for the relative energy (zero: lowest compared OMol25 entry of this formula, charge and spin) is 86.8 kcal/mol. The LUMO energy (alpha / beta) comes out at 2.400 / 1.171 eV. The electronic energy is -3625.48865 a.u. Its charge is -1.

***

Q: Look up the max |F| of the second one.
A: 4.364 eV/A